This record from OMol25 describes a molecular structure, H3O3Sn. The level of theory is ωB97M-V/def2-TZVPD.

Properties
**Charge**: -1
**Lowest unoccupied orbital energy**: -1.84 eV
**Energy relative to the best compared isomer or geometry (same formula, charge and spin)**: 1134.07 kJ/mol
**Electronic energy**: -12010.6988 eV
**HOMO level**: -4.24 eV
**HOMO-LUMO gap**: 2.396 eV
**Molar mass**: 169.73 g mol⁻¹

```
7
Properties=species:S:1:pos:R:3:forces:R:3:nbo_charge:R:1
Sn 4.28708 8.01936 -17.26646 -0.564 0.510 0.293 0.66
O -0.62975 8.90823 -18.49204 -0.011 -0.477 -0.201 -0.93
H -1.19577 8.21200 -18.87859 0.314 0.344 0.224 0.39
O 3.21804 9.08009 -12.43981 0.426 -0.294 0.127 -0.99
H 3.77039 8.74673 -11.70610 -0.290 0.160 -0.433 0.39
O 3.12280 13.09983 -17.92008 0.282 0.265 -0.044 -0.91
H 3.48794 14.00574 -17.94294 -0.157 -0.507 0.035 0.39
```
Forces are in eV/Å.

This record from OMol25 describes C5H10O2 in the gas phase. The level of theory is ωB97M-V/def2-TZVPD.

Properties
**Lowest unoccupied orbital energy**: 0.98 eV
**Energy relative to the best compared isomer or geometry (same formula, charge and spin)**: 133.60 kJ/mol
**SMILES string**: OC[C@H]1CCCO1
**Electronic energy**: -9441.6584 eV
**HOMO level**: -9.74 eV
**HOMO-LUMO gap**: 10.713 eV
**Molar mass**: 102.13 g mol⁻¹

```
17
Properties=species:S:1:pos:R:3:forces:R:3:nbo_charge:R:1
O -2.54532 -0.79049 0.74868 0.034 -0.213 -0.050 -0.71
C -1.69475 0.32418 0.81757 0.195 0.351 0.043 -0.07
C -0.69556 0.32408 -0.34752 -0.059 0.108 -0.002 0.06
C 0.60578 1.10072 -0.07644 -0.028 0.081 0.055 -0.43
C 1.69748 0.14908 -0.57986 0.040 -0.019 -0.043 -0.42
C 1.06773 -1.20410 -0.28106 0.260 -0.068 0.039 -0.07
O -0.30641 -1.03725 -0.59504 -0.020 -0.040 -0.018 -0.55
H -1.97053 -1.51556 0.45397 -0.231 0.061 0.016 0.48
H -1.14375 0.35107 1.77431 -0.081 -0.096 -0.136 0.15
H -2.32189 1.22149 0.77145 0.133 -0.063 0.037 0.18
H -1.19553 0.67361 -1.25913 0.055 -0.071 0.119 0.18
H 0.72844 1.26855 1.00121 -0.052 -0.012 -0.155 0.20
H 0.62605 2.07493 -0.57143 -0.031 -0.143 0.055 0.22
H 2.66217 0.29067 -0.08359 -0.158 0.001 -0.059 0.22
H 1.84263 0.26262 -1.65968 -0.021 -0.027 0.140 0.21
H 1.19103 -1.46978 0.78062 0.004 0.035 -0.131 0.16
H 1.45244 -2.02385 -0.89404 -0.039 0.114 0.091 0.19
```
Forces are in eV/Å.

This record from OMol25 describes a molecular structure, C12H14FI2NO3P. The level of theory is ωB97M-V/def2-TZVPD.

Properties
**Charge**: +1
**Lowest unoccupied orbital energy**: -4.53 eV
**Electronic energy**: -48504.1317 eV
**HOMO level**: -12.16 eV
**HOMO-LUMO gap**: 7.630 eV
**Molar mass**: 524.03 g mol⁻¹

```
34
Properties=species:S:1:pos:R:3:forces:R:3:nbo_charge:R:1
C -1.29485 -0.90534 2.75253 0.334 -0.260 -0.008 -0.69
C -2.54137 -0.10567 2.55148 -0.526 0.175 0.378 -0.10
I -3.92004 -0.25465 4.12272 0.164 -0.023 -0.193 0.25
C -2.79107 0.64556 1.47684 -0.198 -0.330 0.154 -0.33
I -4.52517 1.76108 1.16086 0.205 -0.034 -0.202 0.27
C -1.77402 0.71937 0.41390 0.000 0.736 0.352 0.25
C -0.66982 1.54228 0.54419 -0.068 -0.277 -0.386 -0.23
C 0.28166 1.56841 -0.47054 -0.112 -0.297 -0.031 -0.02
C 1.48506 2.45175 -0.32780 0.303 -0.534 0.682 0.76
O 1.52343 3.51735 -0.82655 -0.183 1.209 -0.691 -0.47
O 2.47703 2.01725 0.46199 -0.049 -0.326 -0.010 -0.48
C 2.65232 0.59846 0.60884 0.454 -0.116 0.006 -0.12
C 3.99203 0.32498 1.25008 -0.177 -0.205 0.050 0.03
F 3.81098 0.07146 2.59505 0.041 0.200 0.266 -0.35
C 0.09784 0.80188 -1.60883 -0.251 0.060 0.312 -0.20
C -1.02280 -0.00359 -1.70662 0.066 -0.664 -0.073 -0.05
P -1.23649 -0.99078 -3.23271 -0.008 0.527 -1.237 1.13
C 0.26926 -2.06236 -3.12771 -0.263 0.528 0.757 -0.96
O -2.52238 -1.94461 -2.86266 0.420 -0.033 0.530 -0.98
N -1.91936 -0.02350 -0.70294 0.305 0.270 -0.038 -0.45
H -0.39831 -0.36790 2.45968 0.087 0.187 -0.120 0.22
H -1.16283 -1.19143 3.78635 -0.049 0.005 0.201 0.26
H -1.31937 -1.83015 2.17829 -0.118 -0.114 -0.103 0.24
H -0.55437 2.15980 1.41843 -0.082 0.014 0.206 0.27
H 2.65366 0.12126 -0.36776 -0.193 0.029 -0.207 0.18
H 1.89111 0.15788 1.24666 -0.255 -0.014 0.010 0.20
H 4.43053 -0.57166 0.82164 0.118 -0.072 -0.107 0.18
H 4.65679 1.17116 1.11753 0.152 0.128 0.051 0.20
H 0.82288 0.82455 -2.40557 0.046 -0.005 -0.204 0.25
H 0.96597 -1.67225 -3.85839 0.128 -0.219 -0.274 0.26
H 0.02485 -3.10320 -3.30820 -0.010 -0.127 -0.284 0.26
H 0.72883 -1.99073 -2.14594 0.089 -0.152 0.125 0.24
H -2.36833 -2.82538 -3.22829 -0.352 -0.125 0.133 0.51
H -2.74365 -0.61129 -0.78658 -0.017 -0.140 -0.044 0.46
```
Forces are in eV/Å.

This record from OMol25 describes 2 unconnected molecules or ions with the total composition C4H12. The level of theory is ωB97M-V/def2-TZVPD.

Properties
**Charge**: -1
**Spin multiplicity**: 2
**Expectation value of S²**: 0.75
**Lowest unoccupied orbital energy (spin up / spin down)**: 4.34 / 4.36 eV
**Energy relative to the best compared isomer or geometry (same formula, charge and spin)**: 95.46 kJ/mol
**Electronic energy**: -4340.0471 eV
**HOMO level (spin up / spin down)**: 1.57 / -7.54 eV
**HOMO-LUMO gap (spin up / spin down)**: 2.772 / 11.897 eV
**Molar mass**: 60.14 g mol⁻¹

```
16
Properties=species:S:1:pos:R:3:forces:R:3:nbo_charge:R:1
C -0.80362 0.72041 -1.86780 0.269 -1.090 -1.388 -0.87
C -1.81780 0.69069 -0.73856 -0.421 -0.405 -1.207 -0.68
H -1.24025 0.45873 -2.85771 0.054 -1.081 0.652 0.18
H -0.62979 1.68836 -2.17865 0.872 2.718 0.001 0.19
H 0.21981 0.24766 -1.77503 -1.405 0.228 0.356 0.20
H -1.65707 1.45063 -0.00927 0.406 0.492 0.717 0.20
H -2.84250 0.86852 -1.13836 0.592 -0.311 0.211 0.18
H -1.73797 -0.27960 -0.29241 -0.492 -0.493 0.579 0.20
C 0.52639 -0.76132 1.50896 1.500 -3.083 -2.067 -0.77
C 2.07552 -0.60576 1.25177 -1.677 -1.075 -0.456 -0.94
H 0.40632 -1.79289 2.05261 -0.126 2.344 -0.042 0.18
H 0.12509 0.16014 1.86366 -0.791 0.217 0.723 0.20
H 0.08817 -1.06034 0.50696 0.203 0.779 0.934 0.18
H 2.34729 0.19210 0.55888 -0.182 -0.260 -0.299 0.19
H 2.41966 -1.61767 0.94518 0.235 0.794 -0.122 0.18
H 2.52074 -0.35966 2.16975 0.964 0.227 1.408 0.18
```
Forces are in eV/Å.

This record from OMol25 describes C4H3F2NO in the gas phase. The level of theory is ωB97M-V/def2-TZVPD.

Properties
**Lowest unoccupied orbital energy**: 0.78 eV
**Energy relative to the best compared isomer or geometry (same formula, charge and spin)**: 67.78 kJ/mol
**SMILES string**: N#C[C@]1(C(F)F)CO1
**Electronic energy**: -13167.3026 eV
**HOMO level**: -11.65 eV
**HOMO-LUMO gap**: 12.423 eV
**Molar mass**: 119.07 g mol⁻¹

```
11
Properties=species:S:1:pos:R:3:forces:R:3:nbo_charge:R:1
C 0.90709 -0.82995 -0.46466 -0.241 0.597 0.478 0.57
C -0.26890 0.07476 -0.13554 -0.447 -0.361 -0.016 0.03
C -0.08736 1.26719 0.69299 0.827 0.310 0.876 -0.07
C -1.56969 -0.60050 -0.16478 0.087 0.010 0.000 0.24
H 0.87857 -1.18791 -1.46858 -0.007 -0.267 -0.882 0.15
H -0.94314 1.64410 1.26995 0.468 -0.184 -0.226 0.21
H 0.94981 1.44514 1.08707 -1.242 -0.029 -0.405 0.22
N -2.58157 -1.14320 -0.18774 0.196 0.113 -0.007 -0.26
O -0.22762 1.35324 -0.71608 0.068 0.168 -0.209 -0.43
F 0.88984 -1.88481 0.36933 0.098 -0.307 0.345 -0.32
F 2.05295 -0.13806 -0.28195 0.193 -0.050 0.046 -0.33
```
Forces are in eV/Å.

This record from OMol25 describes 10 unconnected molecules or ions with the total composition H20O10. The level of theory is ωB97M-V/def2-TZVPD.

Properties
**Lowest unoccupied orbital energy**: 0.42 eV
**Energy relative to the best compared isomer or geometry (same formula, charge and spin)**: 100.39 kJ/mol
**SMILES string**: O.O.O.O.O.O.O.O.O.O
**Electronic energy**: -20801.5722 eV
**HOMO level**: -11.21 eV
**HOMO-LUMO gap**: 11.625 eV
**Molar mass**: 180.15 g mol⁻¹

```
30
Properties=species:S:1:pos:R:3:forces:R:3:nbo_charge:R:1
H 0.53220 -3.12418 1.75395 -0.413 -1.131 1.049 0.49
H 1.29511 -1.73749 1.72319 -0.403 -0.461 -0.054 0.52
H 0.10808 -1.92331 -0.20040 0.394 -0.477 0.137 0.48
H -1.12793 -1.46343 -1.03931 -0.735 0.272 0.108 0.49
H 2.40815 0.00268 2.87307 0.318 0.014 0.028 0.49
H 1.84452 0.21965 1.40975 0.480 -0.295 0.465 0.51
H 0.71804 -0.61024 -1.99437 -0.419 -0.506 0.362 0.51
H 1.68136 -0.35693 -3.15020 -0.071 0.144 -0.107 0.48
H -2.21592 0.11004 -1.54167 0.680 1.630 -1.310 0.51
H -3.13802 -1.11176 -1.68691 0.173 0.474 0.356 0.49
H -1.11455 1.78637 -1.61512 0.375 0.694 0.450 0.49
H -0.54024 0.94615 -2.71445 -0.273 0.337 -0.045 0.50
H 0.18793 1.26176 2.56027 -0.079 -0.400 -0.001 0.49
H -1.18011 0.70542 2.02892 0.644 0.312 0.281 0.52
H 0.17984 3.40884 -0.05369 0.018 0.410 -0.074 0.48
H -0.31602 2.07808 0.56782 0.938 0.564 -0.786 0.52
H 2.38163 0.25733 -0.72346 -0.509 0.345 -0.592 0.50
H 1.73831 1.62754 -0.06884 1.074 -1.783 -0.631 0.52
H -2.28815 -0.97729 0.82681 -0.087 0.159 0.017 0.50
H -0.82209 -1.45348 1.10444 -2.341 1.223 1.878 0.48
O 0.80713 -2.43080 1.19346 0.953 1.395 -0.564 -0.99
O -0.22236 -1.76239 -1.08940 0.769 -0.078 -1.090 -1.01
O 1.67918 -0.23174 2.30008 -0.355 0.348 -0.369 -1.01
O 1.14585 0.10467 -2.49561 0.505 0.110 -0.343 -1.00
O -2.64753 -0.56673 -1.04595 -1.408 -2.039 0.673 -0.99
O -1.37325 1.39400 -2.44790 0.094 -0.836 -0.434 -0.98
O -0.65734 1.53727 2.18754 -0.710 -0.100 -0.472 -1.00
O 0.17833 2.47157 -0.24571 -0.894 -0.871 1.259 -1.01
O 2.41470 0.85559 0.02333 -0.817 1.659 1.085 -1.00
O -1.65685 -1.01719 1.56037 2.098 -1.111 -1.277 -0.99
```
Forces are in eV/Å.

> Which of these has the highest electronic energy?

C4H12

> Which value of electronic energy does entry 5 give?

-13167.3026 eV

> Number 6 is which compound?

H20O10

> molar mass of number 3 (C12H14FI2NO3P)?

524.03 g mol⁻¹